Density functional theory data (the ωB97M-V functional and the def2-TZVPD basis) for a structure of composition C58H42I2N5OTl.

Properties
**Orbital gap (spin up / spin down)**: 0.1258 / 0.1261 Eh
**Max |F|**: 1.12 eV/A
**Relative energy (zero: lowest compared OMol25 entry of this formula, charge and spin)**: 0.00 kJ/mol
**E_tot**: -3352.34063 Eh

Geometry as ORCA input:
```
! wB97M-V def2-TZVPD RIJCOSX def2/J DEFGRID3
* xyz -2 1
Tl -0.47 -0.10 0.18
C -6.99 -3.82 2.42
C -6.04 -4.36 1.55
C -4.94 -3.62 1.16
C -4.75 -2.32 1.63
C -5.71 -1.78 2.49
C -6.82 -2.53 2.88
C -3.56 -1.52 1.23
C -3.47 -1.16 -0.15
C -4.44 -1.41 -1.14
C -4.00 -0.78 -2.30
C -2.77 -0.17 -2.01
C -2.01 0.66 -2.91
C -2.54 0.73 -4.30
C -2.34 -0.36 -5.15
C -2.81 -0.37 -6.45
C -3.51 0.73 -6.94
C -3.73 1.82 -6.11
C -3.25 1.82 -4.81
C -0.81 1.27 -2.64
N -0.10 1.26 -1.47
C 1.17 1.88 -1.70
C 2.00 2.48 -0.55
C 2.59 3.84 -0.80
C 1.75 4.86 -1.24
C 2.21 6.15 -1.43
C 3.54 6.46 -1.15
C 4.38 5.46 -0.67
C 3.91 4.17 -0.49
C 1.58 2.34 0.88
C 2.05 3.12 1.94
C 1.57 2.53 3.12
C 0.83 1.41 2.75
N 0.84 1.30 1.37
C 0.12 0.56 3.68
C -1.00 -0.20 3.37
C -1.76 -1.02 4.30
C -2.79 -1.57 3.61
C -2.69 -1.14 2.24
N -1.56 -0.33 2.12
C 0.69 0.48 5.04
C 2.05 0.15 5.20
C 2.61 -0.02 6.45
C 1.85 0.16 7.60
C 0.52 0.54 7.47
C -0.05 0.70 6.21
C 1.08 2.48 -3.05
C -0.07 2.08 -3.61
N -2.45 -0.41 -0.70
H -7.84 -4.41 2.73
H -6.17 -5.38 1.19
H -4.20 -4.04 0.49
H -5.59 -0.77 2.85
H -7.55 -2.10 3.55
H -5.35 -1.96 -0.99
H -4.51 -0.75 -3.25
H -1.81 -1.22 -4.76
H -2.62 -1.23 -7.09
H -3.88 0.73 -7.96
H -4.28 2.67 -6.49
H -3.43 2.67 -4.17
H 0.71 4.61 -1.44
H 1.54 6.92 -1.79
H 3.91 7.46 -1.30
H 5.41 5.70 -0.43
H 4.57 3.41 -0.10
H 2.64 4.02 1.86
H 1.71 2.88 4.13
H -1.52 -1.16 5.34
H -3.55 -2.23 3.99
H 2.65 0.00 4.31
H 3.65 -0.30 6.54
H 2.28 0.01 8.58
H -0.08 0.72 8.35
H -1.08 1.03 6.13
H 1.81 3.13 -3.50
H -0.42 2.29 -4.60
I 1.13 -3.01 -4.45
C 1.26 -3.59 -2.43
C 1.78 -4.84 -2.12
C 1.94 -5.21 -0.81
I 2.80 -7.11 -0.42
C 1.58 -4.35 0.25
C 1.75 -4.63 1.62
C 1.40 -3.69 2.55
C 0.86 -2.48 2.13
N 0.66 -2.19 0.86
C 1.02 -3.09 -0.08
C 0.83 -2.66 -1.46
O 0.35 -1.52 -1.73
H 2.07 -5.51 -2.92
H 2.16 -5.58 1.93
H 1.53 -3.88 3.61
H 0.56 -1.72 2.85
C 4.84 0.64 -0.90
C 3.73 0.83 -1.96
C 3.46 -0.49 -2.68
C 4.21 1.84 -3.01
C 2.45 1.19 -1.21
H 5.83 0.81 -1.32
H 4.81 -0.38 -0.49
H 4.70 1.33 -0.06
H 4.33 -0.80 -3.27
H 2.61 -0.38 -3.35
H 3.22 -1.29 -1.97
H 5.14 1.48 -3.46
H 4.41 2.82 -2.57
H 3.48 1.95 -3.80
H 2.18 0.35 -0.57
*
```